# 1
Entry from the Open Molecules 2025 dataset: a 10-piece molecular cluster, C20H62N16O12 overall in a non-equilibrium geometry (ωB97M-V/def2-TZVPD).

Each atom is followed by the atoms it is bonded to, with distances in Å.
Atoms and positions in Å:
1 C 0.032 -2.304 10.358  O2 1.407, H10 1.090, H11 1.089, H12 1.103
2 O -0.152 -1.638 9.132  C1 1.407, C3 1.407
3 C 1.061 -1.448 8.445  O2 1.407, C4 1.521, H13 1.101, H14 1.097
4 C 0.928 -0.318 7.435  C3 1.521, N5 1.466, H15 1.092, H16 1.096
5 N 0.388 -0.751 6.143  C4 1.466, C6 1.447, H17 1.010
6 C 1.124 -0.268 4.995  N5 1.447, C7 1.531, H18 1.097, H19 1.103
7 C 0.264 -0.333 3.730  C6 1.531, O8 1.396, H20 1.095, H21 1.100
8 O -0.954 0.342 3.838  C7 1.396, C9 1.427
9 C -0.802 1.755 3.963  O8 1.427, H22 1.092, H23 1.090, H24 1.092
10 H 0.626 -3.216 10.297  C1 1.090
11 H -0.945 -2.478 10.808  C1 1.089
12 H 0.506 -1.602 11.064  C1 1.103
13 H 1.310 -2.349 7.863  C3 1.101
14 H 1.901 -1.265 9.127  C3 1.097
15 H 1.930 0.094 7.300  C4 1.092
16 H 0.289 0.452 7.882  C4 1.096
17 H -0.592 -0.511 6.095  N5 1.010
18 H 2.007 -0.900 4.839  C6 1.097
19 H 1.540 0.745 5.125  C6 1.103
20 H 0.046 -1.400 3.619  C7 1.095
21 H 0.926 -0.067 2.892  C7 1.100
22 H -0.367 1.979 4.939  C9 1.092
23 H -1.803 2.186 3.963  C9 1.090
24 H -0.292 2.177 3.095  C9 1.092
25 C -1.335 1.577 -6.410  O26 1.413, H34 1.086, H35 1.097, H36 1.097
26 O -0.414 0.787 -5.685  C25 1.413, C27 1.395
27 C -1.003 0.092 -4.628  O26 1.395, C28 1.503, H37 1.102, H38 1.098
28 C 0.049 -0.777 -4.000  C27 1.503, N29 1.496, H39 1.098, H40 1.089
29 N 1.139 0.085 -3.445  C28 1.496, C30 1.467, H41 1.024
30 C 2.464 -0.539 -3.522  N29 1.467, C31 1.531, H42 1.098, H43 1.092
31 C 3.061 -0.686 -4.924  C30 1.531, O32 1.392, H44 1.096, H45 1.105
32 O 3.240 0.593 -5.446  C31 1.392, C33 1.418
33 C 3.687 0.615 -6.792  O32 1.418, H46 1.083, H47 1.095, H48 1.097
34 H -0.904 1.805 -7.380  C25 1.086
35 H -1.518 2.510 -5.863  C25 1.097
36 H -2.311 1.090 -6.524  C25 1.097
37 H -1.857 -0.504 -4.987  C27 1.102
38 H -1.493 0.747 -3.896  C27 1.098
39 H 0.452 -1.348 -4.846  C28 1.098
40 H -0.364 -1.415 -3.221  C28 1.089
41 H 1.127 0.824 -4.154  N29 1.024
42 H 2.366 -1.564 -3.138  C30 1.098
43 H 3.146 0.083 -2.938  C30 1.092
44 H 2.462 -1.376 -5.528  C31 1.096
45 H 4.021 -1.193 -4.719  C31 1.105
46 H 3.347 1.547 -7.228  C33 1.083
47 H 3.319 -0.252 -7.351  C33 1.095
48 H 4.778 0.509 -6.809  C33 1.097
49 C 3.333 -1.282 0.810  O50 1.238, N51 1.362, N52 1.366
50 O 2.570 -2.226 0.562  C49 1.238
51 N 3.468 -0.220 -0.032  C49 1.362, H53 1.004, H54 1.002
52 N 4.199 -1.310 1.865  C49 1.366, H55 1.001, H56 1.003
53 H 2.877 -0.245 -0.843  N51 1.004
54 H 4.027 0.584 0.183  N51 1.002
55 H 4.227 -2.084 2.499  N52 1.001
56 H 4.956 -0.651 1.879  N52 1.003
57 C -1.777 4.641 -3.131  O58 1.219, N59 1.361, N60 1.382
58 O -1.039 4.208 -4.000  C57 1.219
59 N -1.871 4.114 -1.880  C57 1.361, H61 1.021, H62 1.007
60 N -2.549 5.764 -3.363  C57 1.382, H63 1.001, H64 1.004
61 H -1.417 3.227 -1.656  N59 1.021
62 H -2.543 4.380 -1.178  N59 1.007
63 H -3.232 6.135 -2.732  N60 1.001
64 H -2.601 5.986 -4.341  N60 1.004
65 C 2.745 3.963 -1.371  O66 1.216, N67 1.399, N68 1.368
66 O 3.644 4.541 -1.950  C65 1.216
67 N 2.422 4.208 -0.032  C65 1.399, H69 1.005, H70 1.002
68 N 1.937 3.032 -1.966  C65 1.368, H71 1.006, H72 1.007
69 H 1.506 3.860 0.195  N67 1.005
70 H 2.787 5.056 0.355  N67 1.002
71 H 1.317 2.371 -1.532  N68 1.006
72 H 2.235 2.828 -2.906  N68 1.007
73 C 1.316 -4.672 -1.950  O74 1.215, N75 1.389, N76 1.371
74 O 0.668 -5.384 -2.691  C73 1.215
75 N 0.818 -3.461 -1.484  C73 1.389, H77 1.010, H78 1.005
76 N 2.580 -4.941 -1.494  C73 1.371, H79 1.006, H80 1.000
77 H 1.299 -3.011 -0.718  N75 1.010
78 H -0.184 -3.419 -1.552  N75 1.005
79 H 3.017 -4.241 -0.917  N76 1.006
80 H 3.023 -5.821 -1.669  N76 1.000
81 C -4.952 1.316 1.544  O82 1.228, N83 1.380, N84 1.368
82 O -4.122 2.199 1.347  C81 1.228
83 N -5.244 0.847 2.808  C81 1.380, H85 1.002, H86 1.001
84 N -5.704 0.761 0.544  C81 1.368, H87 1.004, H88 1.014
85 H -5.844 0.051 2.909  N83 1.002
86 H -4.991 1.400 3.603  N83 1.001
87 H -6.252 -0.062 0.721  N84 1.004
88 H -5.407 0.950 -0.406  N84 1.014
89 C -0.679 0.627 -0.388  O90 1.237, N91 1.359, N92 1.362
90 O -0.951 1.573 -1.137  C89 1.237
91 N 0.223 -0.358 -0.636  C89 1.359, H93 1.026, H94 1.003
92 N -1.261 0.564 0.842  C89 1.362, H95 1.011, H96 1.005
93 H 0.733 -0.335 -1.525  N91 1.026
94 H 0.283 -1.179 -0.062  N91 1.003
95 H -1.833 1.349 1.124  N92 1.011
96 H -1.074 -0.081 1.589  N92 1.005
97 C -4.504 -0.358 -2.631  O98 1.212, N99 1.407, N100 1.370
98 O -5.475 -1.039 -2.884  C97 1.212
99 N -4.642 1.004 -2.311  C97 1.407, H101 1.009, H102 1.011
100 N -3.214 -0.796 -2.491  C97 1.370, H103 1.000, H104 1.007
101 H -5.465 1.368 -2.769  N99 1.009
102 H -3.810 1.578 -2.298  N99 1.011
103 H -3.081 -1.788 -2.469  N100 1.000
104 H -2.564 -0.038 -2.366  N100 1.007
105 C -0.127 -4.275 1.844  O106 1.399, H107 1.093, H108 1.104, H109 1.092
106 O -0.393 -5.629 2.077  C105 1.399, H110 0.961
107 H -0.604 -3.602 2.561  C105 1.093
108 H 0.934 -4.034 2.029  C105 1.104
109 H -0.345 -3.886 0.847  C105 1.092
110 H 0.177 -6.149 1.505  O106 0.961

Results
Spin multiplicity: 1
Energy above the lowest of the compared OMol25 structures with the same formula, charge and spin: 0.0 kcal/mol
Total charge: 0

Mulliken population analysis, charges in e, atoms 1 to 99: atom 1 (C): -0.7741, atom 2 (O): -0.3148, atom 3 (C): -0.5856, atom 4 (C): -0.6520, atom 5 (N): -0.2352, atom 6 (C): -1.0162, atom 7 (C): 0.0152, atom 8 (O): -0.4531, atom 9 (C): -0.6207, atom 10 (H): 0.3063, atom 11 (H): 0.2622, atom 12 (H): 0.3139, atom 13 (H): 0.2868, atom 14 (H): 0.3998, atom 15 (H): 0.5044, atom 16 (H): 0.2754, atom 17 (H): 0.2514, atom 18 (H): 0.4143, atom 19 (H): 0.4199, atom 20 (H): -0.0079, atom 21 (H): 0.3353, atom 22 (H): 0.3265, atom 23 (H): 0.2408, atom 24 (H): 0.2244, atom 25 (C): -0.6901, atom 26 (O): -0.3568, atom 27 (C): -0.9852, atom 28 (C): 0.1475, atom 29 (N): 0.0692, atom 30 (C): -0.4126, atom 31 (C): -0.9378, atom 32 (O): -0.2233, atom 33 (C): -0.8493, atom 34 (H): 0.2434, atom 35 (H): 0.2049, atom 36 (H): 0.3180, atom 37 (H): 0.5529, atom 38 (H): 0.2964, atom 39 (H): 0.3748, atom 40 (H): -0.1295, atom 41 (H): 0.4021, atom 42 (H): 0.0565, atom 43 (H): 0.1193, atom 44 (H): 0.4281, atom 45 (H): 0.4880, atom 46 (H): 0.2405, atom 47 (H): 0.3290, atom 48 (H): 0.3073, atom 49 (C): 0.5726, atom 50 (O): -0.5252, atom 51 (N): -0.2483, atom 52 (N): -0.4343, atom 53 (H): -0.0106, atom 54 (H): 0.1748, atom 55 (H): 0.2505, atom 56 (H): 0.1502, atom 57 (C): 0.5706, atom 58 (O): -0.6156, atom 59 (N): -0.2120, atom 60 (N): -0.4707, atom 61 (H): 0.3097, atom 62 (H): 0.2207, atom 63 (H): 0.1587, atom 64 (H): 0.2492, atom 65 (C): 0.4767, atom 66 (O): -0.6732, atom 67 (N): -0.3863, atom 68 (N): 0.0216, atom 69 (H): 0.1728, atom 70 (H): 0.2426, atom 71 (H): 0.0061, atom 72 (H): 0.0490, atom 73 (C): 0.4953, atom 74 (O): -0.6702, atom 75 (N): 0.0763, atom 76 (N): -0.3010, atom 77 (H): -0.1299, atom 78 (H): 0.1618, atom 79 (H): 0.1593, atom 80 (H): 0.1983, atom 81 (C): 0.6664, atom 82 (O): -0.6842, atom 83 (N): -0.3866, atom 84 (N): -0.3305, atom 85 (H): 0.1412, atom 86 (H): 0.2364, atom 87 (H): 0.1855, atom 88 (H): 0.2901, atom 89 (C): 0.2258, atom 90 (O): -0.4875, atom 91 (N): 1.2419, atom 92 (N): 0.0034, atom 93 (H): -0.4225, atom 94 (H): -0.2221, atom 95 (H): 0.0607, atom 96 (H): -0.1358, atom 97 (C): 0.5575, atom 98 (O): -0.6862, atom 99 (N): -0.4932

# 2
Entry from the Open Molecules 2025 dataset: a 11-piece molecular cluster, C20H63NO16 overall in a non-equilibrium geometry (ωB97M-V/def2-TZVPD).

Each atom is followed by the atoms it is bonded to, with distances in Å.
Atoms and positions in Å:
1 C -1.477 -5.909 -0.417  C2 1.504, O4 1.446, H5 1.099, H6 1.134
2 C -1.966 -5.262 -1.683  C1 1.504, O3 1.513, H7 1.107, H8 1.097
3 O -2.200 -3.781 -1.485  C2 1.513, H9 0.985
4 O -2.441 -5.751 0.649  C1 1.446, H10 0.973
5 H -0.442 -5.692 -0.116  C1 1.099
6 H -1.438 -7.010 -0.686  C1 1.134
7 H -2.925 -5.672 -2.052  C2 1.107
8 H -1.258 -5.309 -2.520  C2 1.097
9 H -3.121 -3.755 -1.135  O3 0.985
10 H -1.957 -5.530 1.464  O4 0.973
11 C -0.632 4.284 -2.383  C12 1.512, O14 1.435, H15 1.123, H16 1.103
12 C -1.889 4.424 -1.555  C11 1.512, O13 1.432, H17 1.147, H18 1.120
13 O -3.106 4.018 -2.190  C12 1.432, H19 0.982
14 O -0.339 2.959 -2.851  C11 1.435, H20 0.991
15 H 0.238 4.662 -1.782  C11 1.123
16 H -0.840 4.931 -3.252  C11 1.103
17 H -2.017 5.495 -1.165  C12 1.147
18 H -1.723 3.753 -0.675  C12 1.120
19 H -3.199 4.660 -2.928  O13 0.982
20 H -1.200 2.600 -3.188  O14 0.991
21 C -0.265 -3.612 1.897  C22 1.518, O24 1.448, H25 1.123, H26 1.100
22 C 1.219 -3.634 1.582  C21 1.518, O23 1.447, H27 1.080, H28 1.103
23 O 1.904 -3.855 2.837  C22 1.447, H29 0.973
24 O -0.562 -4.876 2.536  C21 1.448, H30 0.952
25 H -0.900 -3.477 0.980  C21 1.123
26 H -0.422 -2.833 2.658  C21 1.100
27 H 1.611 -2.718 1.163  C22 1.080
28 H 1.311 -4.497 0.901  C22 1.103
29 H 2.688 -4.430 2.810  O23 0.973
30 H 0.114 -4.951 3.202  O24 0.952
31 C 1.886 3.801 -5.962  C32 1.514, O34 1.483, H35 1.114, H36 1.094
32 C 1.117 2.520 -6.201  C31 1.514, O33 1.450, H37 1.108, H38 1.111
33 O 1.144 1.568 -5.107  C32 1.450, H39 0.962
34 O 1.244 4.578 -4.874  C31 1.483, H40 0.991
35 H 1.881 4.455 -6.864  C31 1.114
36 H 2.888 3.463 -5.681  C31 1.094
37 H 1.519 1.845 -6.982  C32 1.108
38 H 0.079 2.807 -6.475  C32 1.111
39 H 0.749 1.963 -4.323  O33 0.962
40 H 1.788 4.429 -4.060  O34 0.991
41 C -1.630 -0.779 -0.795  O42 1.430, H43 1.077, H44 1.131, H45 1.062
42 O -0.612 -1.704 -0.407  C41 1.430, H46 0.972
43 H -2.617 -1.126 -0.541  C41 1.077
44 H -1.432 0.155 -0.189  C41 1.131
45 H -1.629 -0.531 -1.827  C41 1.062
46 H -0.838 -2.552 -0.825  O42 0.972
47 C 2.399 2.120 -0.264  O48 1.399, H49 1.074, H50 1.125, H51 1.112
48 O 2.235 3.371 0.341  C47 1.399, H52 0.943
49 H 3.018 2.223 -1.136  C47 1.074
50 H 2.632 1.321 0.493  C47 1.125
51 H 1.389 1.799 -0.599  C47 1.112
52 H 2.643 3.512 1.179  O48 0.943
53 C 1.032 -4.110 -2.951  O54 1.414, H55 1.084, H56 1.084, H57 1.092
54 O 0.408 -4.427 -4.179  C53 1.414, H58 0.972
55 H 1.975 -3.585 -3.050  C53 1.084
56 H 0.371 -3.490 -2.356  C53 1.084
57 H 1.158 -5.025 -2.369  C53 1.092
58 H 1.074 -4.272 -4.870  O54 0.972
59 C 2.150 -0.671 -2.364  O60 1.439, H61 1.104, H62 1.084, H63 1.116
60 O 2.200 -1.367 -1.105  C59 1.439, H64 0.996
61 H 1.165 -0.856 -2.827  C59 1.104
62 H 2.333 0.391 -2.242  C59 1.084
63 H 2.918 -0.984 -3.110  C59 1.116
64 H 1.269 -1.287 -0.762  O60 0.996
65 C -3.301 0.685 -4.608  O66 1.437, H67 1.110, H68 1.072, H69 1.127
66 O -2.845 2.021 -4.339  C65 1.437, H70 1.004
67 H -4.163 0.401 -3.969  C65 1.110
68 H -3.600 0.678 -5.637  C65 1.072
69 H -2.494 -0.078 -4.413  C65 1.127
70 H -3.090 2.360 -3.427  O66 1.004
71 C 4.221 -3.875 -0.147  O72 1.410, H73 1.093, H74 1.099, H75 1.100
72 O 3.674 -3.634 -1.424  C71 1.410, H76 0.987
73 H 5.239 -3.516 0.026  C71 1.093
74 H 3.648 -3.329 0.615  C71 1.099
75 H 4.088 -4.922 0.165  C71 1.100
76 H 2.992 -2.931 -1.301  O72 0.987
77 C 1.151 3.346 8.480  O78 1.404, H86 1.082, H87 1.149, H88 1.063
78 O 0.128 2.922 7.616  C77 1.404, C79 1.381
79 C -0.832 3.883 7.367  O78 1.381, C80 1.496, H89 1.131, H90 1.086
80 C -1.852 3.405 6.382  C79 1.496, N81 1.430, H91 1.077, H92 1.063
81 N -1.239 2.913 5.188  C80 1.430, C82 1.445, H93 1.028
82 C -2.139 2.341 4.214  N81 1.445, C83 1.511, H94 1.068, H95 1.120
83 C -1.301 1.617 3.186  C82 1.511, O84 1.400, H96 1.153, H97 1.117
84 O -0.630 0.588 3.858  C83 1.400, C85 1.416
85 C 0.409 0.043 3.067  O84 1.416, H98 1.093, H99 1.134, H100 1.099
86 H 0.719 3.559 9.450  C77 1.082
87 H 1.643 4.287 8.040  C77 1.149
88 H 1.799 2.511 8.583  C77 1.063
89 H -0.247 4.758 6.952  C79 1.131
90 H -1.209 4.267 8.310  C79 1.086
91 H -2.500 4.216 6.094  C80 1.077
92 H -2.348 2.563 6.801  C80 1.063
93 H -0.526 2.246 5.509  N81 1.028
94 H -2.695 3.173 3.842  C82 1.068
95 H -2.820 1.489 4.469  C82 1.120
96 H -0.577 2.251 2.550  C83 1.153
97 H -1.961 1.100 2.449  C83 1.117
98 H -0.041 -0.568 2.281  C85 1.093
99 H 1.111 -0.489 3.781  C85 1.134
100 H 0.911 0.931 2.658  C85 1.099

Results
Spin multiplicity: 1
Total charge: 0

Mulliken population analysis, charges in e, atoms 1 to 99: atom 1 (C): 0.0252, atom 2 (C): -0.4706, atom 3 (O): -0.4848, atom 4 (O): -0.6276, atom 5 (H): -0.0430, atom 6 (H): 0.3582, atom 7 (H): 0.3588, atom 8 (H): 0.1805, atom 9 (H): 0.2841, atom 10 (H): 0.3876, atom 11 (C): -0.2622, atom 12 (C): -0.6441, atom 13 (O): -0.5385, atom 14 (O): -0.0809, atom 15 (H): 0.3567, atom 16 (H): 0.2433, atom 17 (H): 0.3410, atom 18 (H): 0.1634, atom 19 (H): 0.3479, atom 20 (H): 0.1412, atom 21 (C): 0.2812, atom 22 (C): -0.0298, atom 23 (O): -0.5974, atom 24 (O): -0.6718, atom 25 (H): -0.1837, atom 26 (H): 0.2911, atom 27 (H): -0.0471, atom 28 (H): 0.3405, atom 29 (H): 0.3408, atom 30 (H): 0.3765, atom 31 (C): -0.5084, atom 32 (C): -0.2741, atom 33 (O): -0.4421, atom 34 (O): -0.4744, atom 35 (H): 0.2961, atom 36 (H): 0.2766, atom 37 (H): 0.3207, atom 38 (H): 0.2259, atom 39 (H): 0.3115, atom 40 (H): 0.2778, atom 41 (C): -0.7683, atom 42 (O): 0.0365, atom 43 (H): 0.3715, atom 44 (H): 0.0618, atom 45 (H): 0.2981, atom 46 (H): -0.1247, atom 47 (C): -0.3605, atom 48 (O): -0.5640, atom 49 (H): 0.4056, atom 50 (H): 0.2478, atom 51 (H): -0.0364, atom 52 (H): 0.2937, atom 53 (C): -0.3238, atom 54 (O): -0.5669, atom 55 (H): 0.5736, atom 56 (H): -0.0977, atom 57 (H): 0.2013, atom 58 (H): 0.3444, atom 59 (C): -0.5845, atom 60 (O): -0.5012, atom 61 (H): 0.3135, atom 62 (H): -0.0182, atom 63 (H): 0.3523, atom 64 (H): 0.2631, atom 65 (C): -0.6311, atom 66 (O): -0.5700, atom 67 (H): 0.2897, atom 68 (H): 0.2895, atom 69 (H): 0.2034, atom 70 (H): 0.3562, atom 71 (C): -0.4710, atom 72 (O): -0.5043, atom 73 (H): 0.3509, atom 74 (H): 0.0141, atom 75 (H): 0.2860, atom 76 (H): 0.4266, atom 77 (C): -0.7095, atom 78 (O): -0.3015, atom 79 (C): -0.6365, atom 80 (C): -0.6956, atom 81 (N): -0.3297, atom 82 (C): -0.9302, atom 83 (C): -0.2791, atom 84 (O): -0.3770, atom 85 (C): -0.1558, atom 86 (H): 0.2867, atom 87 (H): 0.2864, atom 88 (H): 0.2416, atom 89 (H): 0.3243, atom 90 (H): 0.4723, atom 91 (H): 0.3683, atom 92 (H): 0.3869, atom 93 (H): 0.2686, atom 94 (H): 0.4301, atom 95 (H): 0.3280, atom 96 (H): 0.3205, atom 97 (H): 0.2917, atom 98 (H): -0.2190, atom 99 (H): 0.2294

no.,E (eV),highest occupied orbital energy (eV)
1,-70161.89976,-9.102
2,-56004.72226,-8.620